Entry 1:
ORCA calculation (ωB97M-V/def2-TZVPD) on a molecular structure, C53H49BrLaN5O6P2S2.

Calculated values
Max |F| = 2.5 eV Å⁻¹
Net charge = -2
Highest occupied orbital energy = -0.062 Eh

XYZ file:
```
119
Properties=species:S:1:pos:R:3:forces:R:3
La -0.52550 0.65851 -0.11865 2.0 -1.1 0.9
C -0.56952 -1.86237 3.18429 0.0 0.0 0.1
P 0.47690 -0.31594 3.16219 -0.3 -0.3 0.0
C 2.08932 -1.05287 3.70938 -0.1 0.2 -0.1
C 2.56954 -2.24497 3.17428 -0.1 -0.1 -0.1
C 3.81282 -2.74765 3.52529 0.1 0.0 0.0
C 4.61645 -2.06393 4.42179 0.0 0.1 0.0
C 4.15901 -0.86712 4.95719 0.1 -0.1 0.0
C 2.91630 -0.37160 4.60205 0.0 0.1 0.0
C 0.06660 0.52428 4.75122 0.0 0.0 0.0
C 0.02151 1.91407 4.74097 0.0 0.0 0.0
C -0.23224 2.62941 5.90362 0.0 0.0 0.0
C -0.44862 1.95732 7.09580 0.0 0.0 0.0
C -0.39774 0.56959 7.12038 0.0 0.0 0.1
C -0.13335 -0.13737 5.95951 0.0 0.0 -0.1
C -1.66147 -2.03513 2.15406 0.1 0.1 0.0
C -2.70718 -2.92317 2.30241 -0.1 0.0 0.0
C -3.51954 -2.78085 1.15279 0.0 0.0 0.0
C -2.92090 -1.81117 0.38009 0.1 0.0 0.0
C -3.43404 -1.23972 -0.91100 -0.1 0.1 0.0
P -2.00646 -1.09336 -2.07710 -0.2 -0.7 -0.2
C -1.85396 -2.88031 -2.45970 0.0 0.1 0.0
C -2.54046 -3.49487 -3.49947 -0.1 0.1 -0.1
C -2.42807 -4.86125 -3.71475 0.0 0.0 0.0
C -1.64516 -5.63358 -2.87146 0.0 0.0 0.0
C -0.98215 -5.03072 -1.81181 0.0 -0.1 0.0
C -1.07730 -3.66544 -1.61420 0.1 0.1 0.1
C -2.68578 -0.37195 -3.60080 0.1 0.1 0.1
C -3.75979 0.51123 -3.57040 0.0 -0.1 0.0
C -4.17193 1.15537 -4.72908 0.0 0.0 0.0
C -3.51753 0.91887 -5.92523 0.0 0.0 -0.1
C -2.43326 0.04942 -5.95862 0.0 0.0 0.0
C -2.00974 -0.58284 -4.80352 0.0 0.0 0.0
N -1.76426 -1.35207 0.97214 -0.1 -0.2 0.0
H 0.13128 -2.69811 3.12087 0.0 0.0 0.0
H -1.03622 -1.92568 4.17229 0.0 0.0 0.0
H 1.98264 -2.78376 2.44186 0.0 0.0 0.0
H 4.15681 -3.67228 3.07879 0.0 0.0 0.0
H 5.58974 -2.45019 4.69357 0.0 0.0 0.0
H 4.77442 -0.31067 5.65342 0.0 0.0 0.0
H 2.59032 0.57027 5.02427 0.0 0.0 0.0
H 0.18673 2.43821 3.80676 0.0 0.0 0.0
H -0.25837 3.71178 5.87273 0.0 0.0 0.0
H -0.65574 2.51044 8.00369 0.0 0.0 0.0
H -0.55963 0.03674 8.05006 0.0 0.0 0.0
H -0.07103 -1.21798 5.99503 0.0 0.0 0.0
H -2.87493 -3.57007 3.15162 0.0 0.0 0.0
H -4.43266 -3.30597 0.91455 0.0 0.0 0.0
H -4.19318 -1.89850 -1.34738 0.0 0.1 0.1
H -3.88017 -0.25650 -0.73456 0.1 0.0 -0.1
H -3.16286 -2.90307 -4.15931 0.0 0.0 0.0
H -2.94942 -5.31731 -4.54680 0.0 0.0 0.0
H -1.55083 -6.69897 -3.03951 0.0 0.0 0.0
H -0.36934 -5.62350 -1.14562 0.0 0.0 0.0
H -0.53858 -3.20252 -0.79552 0.0 0.0 0.0
H -4.27200 0.72577 -2.64277 0.0 0.0 0.1
H -4.98870 1.86360 -4.67981 0.0 0.0 0.0
H -3.83355 1.42811 -6.82791 0.0 0.0 0.0
H -1.89691 -0.12110 -6.88395 0.0 0.0 0.0
H -1.13002 -1.21757 -4.81563 0.0 0.0 0.0
O -1.99431 3.72991 -2.74047 0.0 -0.1 0.0
C -1.87208 2.78185 -1.98928 -0.2 0.1 0.0
O -0.95162 1.87189 -2.00941 -0.6 0.7 -0.5
C -2.89913 2.58743 -0.79254 -0.1 0.1 -0.2
O -3.95645 3.18888 -0.76140 0.1 0.0 0.0
O -2.47884 1.74464 0.10922 -1.1 0.8 -0.1
C 3.24587 -2.85208 -0.52206 0.0 0.1 -0.1
O 3.87543 -1.68849 0.04366 0.0 0.1 0.0
C 3.03548 -0.79438 0.58042 0.2 0.0 0.1
O 1.82799 -0.92010 0.59473 -0.6 -0.1 -0.2
N 3.73049 0.22447 1.14383 0.3 0.1 -0.1
N 3.00679 1.30452 1.69191 0.0 0.0 0.0
H 4.06494 -3.44917 -0.91346 0.0 0.0 0.0
H 2.56314 -2.57788 -1.33296 0.1 0.0 0.1
H 2.72118 -3.39944 0.25994 -0.1 0.0 0.0
H 4.61464 0.41442 0.68568 -0.2 0.0 0.0
H 2.51753 1.79864 0.92888 0.1 -0.1 0.1
H 3.67974 1.91538 2.13557 0.0 0.0 0.1
Br -0.11385 3.67666 1.16428 0.1 0.0 0.1
C 1.10146 4.37224 -0.13765 0.1 0.0 0.0
C 1.16841 5.73017 -0.23945 0.1 -0.1 -0.1
C 2.07656 6.29717 -1.15819 -0.1 0.1 0.1
C 2.87660 5.48686 -1.90487 0.0 0.0 0.0
C 2.79462 4.07774 -1.80069 0.1 0.0 -0.1
C 3.61979 3.24353 -2.59243 0.0 0.1 0.0
C 3.46962 1.89270 -2.53113 -0.1 -0.3 -0.1
C 2.50682 1.30204 -1.67609 0.1 0.4 0.1
C 1.70356 2.03743 -0.82185 0.1 0.2 -0.2
C 1.86686 3.46036 -0.91689 -0.1 0.0 0.1
H 0.53538 6.35662 0.36982 -0.1 0.0 0.0
H 2.12190 7.37344 -1.26610 0.0 0.0 0.0
H 3.58282 5.91153 -2.60890 0.0 0.0 0.0
H 4.34471 3.70144 -3.25694 0.0 0.0 0.0
H 4.07079 1.24915 -3.16401 0.0 0.0 0.0
H 2.41051 0.22137 -1.74815 0.0 0.0 0.0
S -2.93959 0.64127 3.28827 -0.2 -0.4 0.3
C -3.26680 2.12805 3.90595 0.1 0.3 -0.3
N -3.18914 3.28552 3.20877 0.1 -0.1 0.0
C -3.39798 4.45131 4.03033 -0.1 0.1 0.1
C -4.08971 3.83141 5.26152 0.0 0.2 0.0
N -3.65508 2.45101 5.18231 0.0 -0.2 -0.1
H -2.78665 3.28227 2.28286 -0.2 0.0 -0.1
H -4.03252 5.18456 3.53027 0.0 0.0 0.0
H -2.45274 4.93362 4.30483 0.0 0.0 0.0
H -5.18016 3.92328 5.19055 0.0 0.0 0.0
H -3.75680 4.30117 6.18895 0.0 0.0 0.0
H -4.09518 1.71561 5.70956 0.1 0.0 0.0
S 1.32693 -1.77489 -3.45408 0.1 0.0 -0.1
C 1.98481 -2.45150 -4.91894 -0.1 0.0 0.2
C 1.31974 -3.47641 -5.61676 -0.1 0.0 0.1
C 1.83240 -4.02481 -6.77673 0.0 -0.1 -0.1
C 3.04077 -3.58259 -7.30373 0.0 0.0 0.0
C 3.71572 -2.56843 -6.63379 0.0 0.0 -0.1
C 3.19940 -2.01690 -5.47587 0.1 0.1 0.1
H 0.38205 -3.83962 -5.21185 0.0 0.0 0.0
H 1.27895 -4.81209 -7.27798 0.0 0.0 0.0
H 3.44387 -4.01410 -8.21162 0.0 0.0 0.0
H 4.65917 -2.19775 -7.02088 0.0 0.0 0.0
H 3.73084 -1.21988 -4.96935 0.0 0.0 0.0
```
Positions in Å, forces in eV/Å.



Entry 2:
ORCA calculation (ωB97M-V/def2-TZVPD) on a molecular structure, C53H49InN7O13PS.

Calculated values
Max |F| = 1.1 eV Å⁻¹
Net charge = -2
Highest occupied orbital energy = -0.066 Eh

XYZ file:
```
125
Properties=species:S:1:pos:R:3:forces:R:3
In 0.24384 -0.03505 0.48213 -0.5 -0.9 0.1
C 1.31251 -4.52605 0.44835 -0.1 -0.1 0.0
O 0.07268 -5.15808 0.11414 0.0 0.0 0.0
C -1.09445 -4.35849 0.24638 -0.1 0.3 0.1
C -2.29369 -5.21679 -0.04681 0.0 0.0 0.1
C -3.51282 -4.77726 0.25727 0.0 0.0 0.0
C -3.68435 -3.41306 0.87609 0.1 -0.2 0.0
C -1.97188 -1.91969 2.18918 0.3 -0.4 0.0
C -2.19806 -0.58551 2.52439 0.2 0.2 0.3
N -1.18986 0.23028 2.37684 0.3 -0.1 -0.6
N -1.25719 1.42564 3.05906 -0.1 0.6 0.0
C -0.13558 1.76303 3.62218 0.1 -0.7 0.0
O 0.86275 0.88268 3.62668 0.0 0.4 -0.2
C -0.10306 3.08537 4.30693 0.0 0.1 0.2
C -1.31642 3.76436 4.47837 0.1 0.0 0.0
C -1.36627 4.97267 5.15303 -0.1 0.0 0.0
C -0.20544 5.53763 5.67001 0.0 0.0 0.0
C 1.00316 4.88509 5.48388 -0.1 0.0 0.0
C 1.06177 3.67199 4.80429 0.1 0.2 0.0
C -0.70488 -2.46852 1.98892 -0.3 -0.1 0.6
O 0.46838 -2.05124 2.02059 -0.2 0.1 -0.5
H 2.09796 -5.12541 -0.01341 0.0 0.0 0.0
H 1.37725 -3.50476 0.07869 0.0 0.1 0.0
H 1.46945 -4.49146 1.52717 0.0 0.1 0.0
H -2.11661 -6.20361 -0.46285 0.0 0.1 -0.1
H -4.38389 -5.39597 0.06818 0.0 0.0 0.0
H -4.70935 -3.25158 1.21606 0.0 0.0 0.0
H -3.10268 -0.22770 3.02421 0.1 0.0 0.0
H -2.20834 3.31452 4.06503 0.0 0.0 0.0
H -2.31990 5.47358 5.28316 0.0 0.0 0.0
H -0.24964 6.47900 6.20774 0.0 0.0 0.0
H 1.91918 5.31343 5.87590 0.0 0.0 0.0
H 1.99453 3.14972 4.64905 -0.1 -0.1 0.0
C 3.34385 -1.21037 2.51888 -0.1 0.1 -0.2
N 4.11012 -0.92848 1.29546 -0.2 0.2 0.1
C 5.47333 -0.44968 1.44555 0.0 0.0 -0.2
C 5.61316 0.90841 0.78369 -0.1 -0.1 0.0
C 5.27318 0.74806 -0.68504 0.1 0.0 0.1
N 4.12203 -0.12597 -0.88475 -0.2 0.0 0.0
C 3.39749 0.11762 -2.12591 -0.1 -0.1 0.1
C 3.42915 -0.65726 0.15696 0.5 -0.3 0.2
O 2.23690 -1.04054 0.02738 -0.6 0.5 0.0
H 2.98217 -0.28610 2.99269 0.1 0.0 0.1
H 3.99037 -1.75189 3.21036 0.0 0.0 0.0
H 2.48212 -1.82235 2.27270 0.1 0.0 0.0
H 6.16717 -1.16643 0.98492 0.0 0.0 0.0
H 5.69933 -0.39220 2.50811 0.0 0.0 0.0
H 6.62127 1.31116 0.90011 0.0 0.0 0.0
H 4.89164 1.58200 1.24384 0.1 0.0 0.0
H 6.12690 0.32986 -1.23223 0.0 0.0 0.0
H 5.04092 1.72531 -1.11839 -0.1 0.0 0.0
H 2.76715 1.00271 -2.05419 0.0 0.1 0.0
H 2.75365 -0.72642 -2.35131 0.0 0.0 0.0
H 4.12740 0.23925 -2.92874 0.0 0.0 0.0
N -1.05446 -1.39226 -0.53152 0.5 0.2 0.0
P -0.99114 -2.83990 -1.03403 -0.1 -0.1 -0.3
C 0.35134 -3.27798 -2.26059 0.0 0.1 0.1
C 0.93862 -4.50522 -2.56471 -0.1 -0.1 -0.1
C 1.80690 -4.61788 -3.64442 0.0 0.0 0.0
C 2.10661 -3.51338 -4.43125 0.0 0.0 0.0
C 1.52601 -2.28733 -4.13780 0.0 -0.1 -0.1
C 0.65151 -2.18108 -3.06727 0.0 -0.1 0.1
C -1.28180 -3.88552 1.73419 0.4 0.2 -0.2
C -2.69456 -3.25287 2.04693 -0.1 0.3 -0.2
C -3.32121 -3.70367 3.33397 0.1 -0.1 0.0
C -2.71853 -4.52474 4.19238 -0.1 -0.1 0.0
C -1.44841 -5.16366 3.85704 -0.1 0.0 -0.1
C -0.82593 -4.93222 2.69947 0.0 -0.1 0.0
C -2.35518 -3.12073 -2.26734 0.1 -0.2 0.2
C -3.27834 -2.10959 -2.47784 -0.1 0.0 0.1
C -4.28034 -2.24850 -3.43238 -0.1 0.0 0.0
C -4.36018 -3.40405 -4.19320 0.1 0.0 0.0
C -3.41898 -4.41266 -4.00986 0.0 0.0 0.0
C -2.42159 -4.26748 -3.05913 -0.1 0.1 0.1
H 0.71814 -5.37950 -1.96839 0.0 0.0 0.0
H 2.24712 -5.58177 -3.87580 0.0 0.0 0.0
H 2.78912 -3.61002 -5.26770 0.0 0.0 0.0
H 1.74831 -1.40416 -4.72529 0.0 0.0 0.0
H 0.19331 -1.23164 -2.83702 0.1 0.0 0.0
H -3.45695 -2.63647 0.14633 -0.1 0.1 -0.1
H -4.30798 -3.30046 3.55075 0.1 0.0 0.0
H -3.18915 -4.78939 5.13383 0.0 0.1 0.0
H -1.04315 -5.88641 4.55716 0.0 0.0 0.0
H 0.06320 -5.49372 2.44474 -0.1 0.0 0.1
H -3.20697 -1.21890 -1.86708 0.0 0.1 0.1
H -5.00324 -1.45230 -3.57555 0.0 0.0 0.0
H -5.14319 -3.51872 -4.93374 0.0 0.0 0.0
H -3.46349 -5.31332 -4.61221 0.0 0.0 0.0
H -1.68600 -5.05150 -2.93104 0.0 0.0 0.0
O 0.59886 1.04072 -3.83071 0.0 0.0 0.1
C -0.03840 1.11293 -2.77094 0.0 0.2 0.1
O 0.34935 0.83865 -1.60854 0.1 -0.1 -0.2
C -1.47453 1.63266 -2.88426 0.1 0.0 0.0
C -2.40872 1.42963 -1.87827 -0.1 0.0 0.2
C -3.69458 1.92733 -2.04815 0.4 0.0 -0.3
C -4.06275 2.64513 -3.16715 -0.3 0.2 -0.1
C -3.11277 2.84136 -4.15080 0.3 -0.4 0.5
C -1.83001 2.32621 -4.02896 -0.1 0.2 -0.2
N -3.48197 3.60222 -5.34162 -0.1 0.1 -0.1
O -4.62826 4.00124 -5.43599 -0.2 0.0 0.1
O -2.63027 3.80252 -6.18117 0.2 0.0 -0.1
N -4.71225 1.69395 -1.01946 -0.1 0.0 0.4
O -5.75183 2.32929 -1.08968 0.0 0.0 -0.1
O -4.46404 0.89143 -0.14811 0.1 -0.1 -0.1
H -2.13178 0.88630 -0.98143 -0.1 0.0 -0.1
H -5.06037 3.03955 -3.27260 0.0 0.0 0.0
H -1.10213 2.45209 -4.81713 0.0 0.0 0.0
C 2.14274 8.36297 -0.62806 -0.1 -0.1 0.0
C 2.04435 6.93164 -0.16137 0.0 0.0 0.0
C 0.95509 6.51466 0.60348 0.0 0.0 0.0
C 0.83778 5.19684 1.01598 -0.1 0.0 0.0
C 1.81456 4.27356 0.66643 0.0 -0.2 0.1
C 2.90950 4.67609 -0.07458 0.0 -0.1 -0.1
C 3.01662 5.99599 -0.49875 -0.1 0.1 0.0
S 1.73292 2.56234 1.32787 0.2 0.9 -0.1
O 2.85344 1.89857 0.60754 0.0 0.0 0.0
O 2.15326 1.27304 4.17058 -0.2 -0.1 0.0
O 0.39534 2.13443 0.68267 0.1 -0.7 0.1
H 1.94081 9.05553 0.19118 0.0 0.0 0.0
H 1.40986 8.56039 -1.41538 0.0 0.0 0.0
H 3.13222 8.57798 -1.03298 0.0 0.0 0.0
H 0.18983 7.23685 0.87188 0.0 0.0 0.0
H -0.01975 4.87679 1.60033 0.1 0.0 0.0
H 3.66445 3.93744 -0.32306 0.0 0.0 0.0
H 3.86561 6.30517 -1.10133 0.0 0.0 0.0
```
Positions in Å, forces in eV/Å.



Energy relative to the best compared isomer or geometry (same formula, charge and spin): 30.71; 192.72 (kcal/mol)
HOMO-LUMO gap: 5.312; 4.967 (eV)